Below is an isolated molecule of C9H10NP in a non-equilibrium geometry, with properties calculated with ωB97M-V/def2-TZVPD.

Computed properties:
Energy above the lowest of the compared OMol25 structures with the same formula, charge and spin in kJ/mol: 262.0
DFT total energy in Eh: -744.8934
Gap between HOMO and LUMO in eV: 6.89

Last column: Mulliken charge in e.
Positions of all 21 atoms, in Å:
C 1.84288 2.07810 -0.05625  -0.2379
C 0.52643 2.06454 0.24951  -0.6108
C -0.40376 -0.38801 0.85036  -1.4551
C 2.78250 1.02795 -0.27410  -0.1139
C -1.54709 -0.58048 -1.13954  -1.1729
C -0.96665 -1.27594 -0.03018  0.9716
C -0.56316 0.97130 0.24759  0.7430
C -1.25662 0.71780 -1.03453  -0.6015
C -1.35384 -2.60936 0.52224  -1.6000
N 2.54778 -0.23100 -0.09615  -0.1632
P 1.76161 -1.50958 0.21919  -0.1521
H 2.40200 2.97501 -0.12387  0.2827
H 0.20515 3.09684 0.44034  0.2691
H -0.06304 -0.50493 1.77755  0.7310
H 3.66482 1.45049 -0.55895  0.3806
H -2.09571 -0.99795 -1.87116  0.6408
H -1.37465 1.34520 0.81082  0.3414
H -1.58531 1.42711 -1.75485  0.4719
H -2.31074 -2.93802 0.21187  0.4676
H -1.44837 -2.71838 1.51439  0.4406
H -0.76422 -3.40067 0.09573  0.3672

Atomic forces in eV per Å
C -1.1 -1.6 0.3
C 0.0 0.8 -0.1
C -0.9 1.0 -4.8
C -2.4 -1.3 0.5
C 1.9 1.3 1.6
C -0.7 -0.4 3.3
C 2.2 1.0 -0.4
C -0.1 -0.7 -0.5
C 0.4 -0.5 -4.1
N 0.4 0.9 -0.4
P -0.1 -0.5 -0.1
H -0.3 1.4 0.2
H -0.6 -0.6 0.0
H 1.0 -0.7 3.6
H 3.0 0.0 -0.7
H -1.7 -1.5 -2.4
H -1.1 0.9 1.2
H 0.0 0.8 -0.2
H -1.4 0.2 -0.9
H 0.5 0.1 3.8
H 0.8 -0.5 0.1

***

Below is an isolated molecule of C9H10O3 in a non-equilibrium geometry, with properties calculated with ωB97M-V/def2-TZVPD.

Computed properties:
Energy above the lowest of the compared OMol25 structures with the same formula, charge and spin in kJ/mol: 1185.2
SMILES: O=COCCOc1ccccc1
DFT total energy in Eh: -574.2345
Gap between HOMO and LUMO in eV: 8.58

Last column: Mulliken charge in e.
Positions of all 22 atoms, in Å:
O -3.03081 -2.76986 -0.37398  -0.4715
C -2.06236 -3.02630 0.51292  0.1980
O -0.87986 -3.87326 0.29250  -0.2856
C 0.36166 -3.08447 0.19203  -0.2999
C 0.14185 -1.49854 -0.17645  -0.4090
O 1.41766 -0.78710 -0.52099  -0.3820
C 1.04335 0.65074 -0.30937  0.2549
C 0.18952 1.35221 -1.55343  -0.1920
C -0.33265 2.92600 -1.45143  -0.4002
C 0.03854 3.72789 -0.04875  -0.3312
C 0.89760 3.03048 1.20396  -0.3500
C 1.42071 1.45223 1.08626  -0.1988
H -2.12976 -2.47894 1.57176  0.3313
H 1.04414 -3.65263 -0.60579  0.2455
H 0.93165 -3.18016 1.23648  0.2265
H -0.52432 -1.40266 -1.16248  0.2101
H -0.31782 -0.85873 0.71996  0.3846
H -0.08352 0.73356 -2.52849  0.3028
H -0.95020 3.39298 -2.33285  0.2907
H -0.30438 4.84000 0.10029  0.2833
H 1.12394 3.60627 2.20079  0.2835
H 2.00506 0.90028 1.94706  0.3091

Atomic forces in eV per Å
O 6.6 -2.3 5.6
C -3.7 1.6 -3.6
O -2.4 3.0 -0.3
C 2.1 0.2 0.6
C -0.7 0.2 -0.7
O -2.4 2.4 1.6
C -0.8 2.9 -0.4
C 0.5 2.4 3.0
C 2.7 -2.6 3.9
C 1.2 -3.3 -0.2
C -0.9 -2.7 -3.6
C -2.5 1.9 -3.5
H 0.4 -1.4 -2.2
H -1.7 1.5 1.6
H -1.2 0.4 -2.2
H 1.1 -0.4 2.4
H 0.6 -1.8 -1.9
H 0.8 1.3 2.4
H 1.4 -0.9 2.1
H 0.7 -2.5 -0.4
H -0.6 -1.1 -2.3
H -1.3 1.3 -2.0

***

Below is an isolated molecule of C9H10O4 in a non-equilibrium geometry, with properties calculated with ωB97M-V/def2-TZVPD.

Computed properties:
Energy above the lowest of the compared OMol25 structures with the same formula, charge and spin in kJ/mol: 322.2
SMILES: COc1ccc(OCC(=O)O)cc1
DFT total energy in Eh: -649.8152
Gap between HOMO and LUMO in eV: 9.95

Last column: Mulliken charge in e.
Positions of all 23 atoms, in Å:
C -4.75026 -0.58146 -0.50561  -0.7087
C -2.51100 -0.03002 0.25559  0.3229
C -1.51433 -1.01477 0.05645  -0.5001
C -0.17938 -0.71428 -0.04431  -0.0050
C 0.21587 0.61525 -0.05186  0.2560
C 2.48456 0.33195 -0.89752  -0.3470
C 3.63197 -0.34665 -0.07351  0.5401
C -0.81927 1.58155 -0.02410  -0.6861
C -2.16220 1.25518 0.07975  -0.3276
H -5.40694 -1.43468 -0.38389  0.2626
H -5.37089 0.29648 -0.23802  0.2926
H -4.29148 -0.32620 -1.54205  0.2905
H -1.83049 -2.09088 0.11758  0.3027
H 0.48932 -1.54675 0.03347  0.4496
H 1.83655 -0.42168 -1.44770  0.3593
H 2.81399 1.17878 -1.47388  0.2776
H 2.71300 0.50540 1.31725  0.4760
H -0.34137 2.45690 -0.15917  0.5224
H -2.88798 2.01787 -0.36265  0.2377
O -3.74373 -0.64578 0.56746  -0.4237
O 1.64186 0.92225 0.18036  -0.5872
O 3.34726 -0.20373 1.23876  -0.4923
O 4.49217 -0.97472 -0.56536  -0.5124

Atomic forces in eV per Å
C 0.7 2.3 0.3
C -0.2 -4.4 -0.2
C -0.9 -0.8 0.9
C 0.0 -0.1 0.2
C 0.0 -0.1 1.7
C -1.1 -0.4 1.8
C -3.1 1.1 0.3
C 2.2 -3.4 -0.1
C -1.1 3.2 -1.9
H 0.4 -0.4 -0.5
H 0.1 -0.3 -0.4
H -0.7 -1.1 1.7
H 0.3 1.3 0.0
H 0.6 -0.2 -0.3
H 1.3 1.0 0.4
H 0.3 -0.1 -0.6
H -0.9 0.3 0.2
H 0.2 3.8 -0.3
H 0.7 -0.8 1.6
O 0.2 1.1 -1.6
O -3.4 0.2 -2.8
O 2.8 -1.4 -0.1
O 1.5 -0.9 -0.3

***

Below is an isolated molecule of C9H10O4 in a non-equilibrium geometry, with properties calculated with ωB97M-V/def2-TZVPD.

Computed properties:
Energy above the lowest of the compared OMol25 structures with the same formula, charge and spin in kJ/mol: 277.2
SMILES: COc1ccc(OCC(=O)O)cc1
DFT total energy in Eh: -649.8324
Gap between HOMO and LUMO in eV: 8.93

Last column: Mulliken charge in e.
Positions of all 23 atoms, in Å:
C 0.07373 -0.63604 -3.86003  -0.8561
C 0.65830 -0.74403 -1.62343  0.9744
C 0.57283 -1.57412 -0.51606  -0.8335
C 0.54016 -0.95696 0.73484  -0.2677
C 0.65401 0.43810 0.99457  0.3219
C -0.24224 0.59218 3.07428  -0.4118
C -1.58582 1.04943 2.68139  0.5400
C 1.02207 1.09956 -0.15744  -0.5432
C 0.90405 0.59995 -1.42411  -0.3626
H 0.70208 0.26459 -4.13079  0.2697
H -0.02480 -1.13957 -4.81197  0.2888
H -0.95960 -0.32322 -3.71328  0.3623
H 0.40633 -2.67283 -0.65241  0.3392
H 0.69546 -1.50497 1.62931  0.4022
H -0.03421 -0.46222 3.18932  0.4238
H -0.11730 1.26784 3.90875  0.2136
H -2.31822 -0.77015 2.57856  0.3694
H 1.22472 2.14080 -0.00642  0.3812
H 0.75529 1.25928 -2.26088  0.2294
O 0.64039 -1.40319 -2.85625  -0.4055
O 0.75814 1.04153 2.18679  -0.4087
O -2.53024 0.16230 2.31579  -0.4665
O -1.79513 2.27173 2.71949  -0.5604

Atomic forces in eV per Å
C 0.2 1.8 -1.9
C 0.5 -1.4 -0.3
C -0.7 -0.2 0.5
C 0.4 0.5 1.1
C 1.7 -2.3 -3.7
C 1.4 0.5 0.6
C -1.7 3.0 -0.5
C -1.1 2.1 1.2
C -0.8 -0.6 -1.1
H -0.6 -0.7 0.5
H 0.5 -0.9 0.0
H 0.0 0.2 0.8
H 0.4 1.2 0.3
H -0.5 -1.3 0.6
H -0.7 -0.3 0.9
H 0.6 -0.8 1.0
H 0.1 1.3 -0.5
H 0.1 0.6 -0.3
H 0.8 0.4 -0.1
O -0.4 0.5 0.9
O -0.2 0.3 0.0
O 0.0 -0.6 0.5
O -0.1 -3.3 -0.5

***

Below is the ion C9H11Br2N2O with charge +1 in a non-equilibrium geometry, with properties calculated with ωB97M-V/def2-TZVPD.

Computed properties:
Energy above the lowest of the compared OMol25 structures with the same formula, charge and spin in kJ/mol: 195.5
SMILES: O=N[C@H]([C@H](Br)CCBr)[n+]1ccccc1
Net charge: +1
DFT total energy in Eh: -5681.9293
Gap between HOMO and LUMO in eV: 7.96

Last column: Mulliken charge in e.
Positions of all 25 atoms, in Å:
C -0.54570 -3.84786 -0.01508  -0.3911
C -0.90198 -2.96242 0.96184  -0.6240
C -0.39120 -3.20702 -1.26974  -0.5316
C -0.93416 -1.54812 0.81051  0.1357
C -0.37963 -1.85077 -1.32712  -0.1064
C 0.53184 2.49140 0.44794  -0.6067
C 1.76593 3.17914 0.67298  -0.9394
C 0.62749 1.00398 0.18742  -0.3781
C -0.73844 0.48184 -0.41900  -0.2071
N -0.80470 0.82766 -1.84304  0.0632
N -0.79488 -0.99288 -0.34399  0.2599
O -0.80015 1.96784 -2.22354  -0.3177
Br 1.28839 5.04455 1.22122  -0.1406
Br 1.31218 -0.04373 1.69755  -0.0202
H -0.51163 -4.85115 0.19747  0.5193
H -1.00435 -3.30457 1.96667  0.3892
H -0.10424 -3.63008 -2.16477  0.4454
H -1.37877 -0.95860 1.62094  0.4210
H -0.60349 -1.45235 -2.28612  0.3709
H -0.13712 2.96745 -0.31003  0.4798
H 0.02502 2.50789 1.43220  0.3765
H 2.32052 2.97784 1.52644  0.4609
H 2.37690 3.33808 -0.13939  0.4876
H 1.39816 0.93689 -0.62019  0.5353
H -1.61598 0.92499 0.21885  0.3181

Atomic forces in eV per Å
C -0.6 3.4 -1.2
C 0.8 1.0 1.1
C 0.9 0.3 2.5
C -2.3 -1.9 2.7
C -2.3 1.0 -1.5
C -3.3 -1.4 1.5
C 0.0 3.1 0.7
C 0.9 -0.1 -2.1
C -0.4 1.4 2.3
N -0.2 0.4 -1.9
N 1.2 -0.4 -1.2
O -0.1 -1.2 1.4
Br 0.0 -0.2 -0.3
Br 0.0 0.6 -0.4
H 0.2 -2.3 0.1
H -0.4 -0.2 0.5
H 0.2 -1.4 -1.6
H 0.6 -0.2 -0.3
H 1.1 0.6 -0.9
H 0.7 -0.3 0.6
H -0.4 0.5 -0.5
H 0.9 -1.4 1.3
H 1.4 0.0 -1.9
H -0.5 -0.7 0.6
H 1.4 -0.8 -1.3

***

Below is a cluster of 2 separate species, C9H11BrN3S in total in a non-equilibrium geometry, with properties calculated with ωB97M-V/def2-TZVPD.

Computed properties:
Energy above the lowest of the compared OMol25 structures with the same formula, charge and spin in kJ/mol: 349.2
Net charge: +1
DFT total energy in Eh: -3485.5831
Gap between HOMO and LUMO in eV: 6.71

Last column: Mulliken charge in e.
Positions of all 25 atoms, in Å:
C -2.09446 2.41954 -1.68245  -0.6752
C -1.07853 2.24451 -0.71574  -0.3826
C 2.77885 -1.65635 -0.88760  -0.3722
C -2.88808 1.32838 -1.71354  -0.2288
C 2.20055 -0.48112 -0.41732  0.0830
C 1.13789 -0.87767 0.35521  -0.1045
C -1.17910 1.01645 0.02071  0.5311
C -0.02931 -3.06061 0.77806  -0.6915
C -0.47208 0.64292 1.22041  -0.6517
N 2.02519 -2.67876 -0.46731  -0.8880
N 0.99100 -2.19479 0.28231  0.7690
N 0.58660 1.47802 1.71686  -0.0129
S -2.46745 -0.00445 -0.71177  -0.0310
Br 2.72062 1.36285 -0.71622  -0.1923
H -2.14406 3.17208 -2.46468  0.3845
H -0.43647 3.06056 -0.42057  0.4021
H 3.56322 -1.87954 -1.52244  0.5126
H -3.85558 1.17280 -2.27177  0.3630
H 0.36052 -4.10785 0.85990  0.2935
H -0.48263 -2.56580 1.68647  0.2775
H -1.00023 -3.13325 0.12403  0.2325
H -0.73160 -0.30648 1.64443  0.4951
H 1.26296 1.70919 0.83217  0.0478
H 1.10923 0.97131 2.44979  0.4082
H 0.12294 2.36805 2.02104  0.4309

Atomic forces in eV per Å
C 0.8 -0.5 -0.3
C -0.5 -1.2 1.6
C -2.5 -0.8 1.2
C -2.4 -1.6 -0.9
C 0.1 0.8 0.3
C -2.3 2.6 1.1
C -0.5 1.6 -0.9
C -2.8 -0.4 0.0
C 1.5 -3.4 -4.2
N 0.0 -0.7 -0.2
N 2.0 0.4 -1.4
N 0.0 1.4 -1.0
S 1.0 1.9 1.0
Br -0.3 -0.9 0.2
H -0.1 0.3 0.6
H 0.4 -0.1 -0.1
H 1.5 -0.1 -1.0
H 1.5 0.3 0.3
H -0.3 1.2 0.4
H 1.0 -1.1 -0.4
H 2.1 0.2 0.4
H -0.3 0.4 1.3
H -0.8 -0.4 1.8
H -0.1 0.6 -0.3
H 1.0 -0.6 0.3